Here is 2 unconnected molecules or ions with the total composition C6H11N in a non-equilibrium geometry from the OMol25 dataset. Energies are from the ωB97M-V functional and the def2-TZVPD basis.

Positions of all 18 atoms, in Å:
C -0.932 -0.951 1.204
C 0.193 -0.115 1.732
C 1.430 0.113 2.149
C 0.601 1.298 1.643
H -1.209 -1.500 2.127
H -0.394 -1.711 0.471
H -1.593 -0.323 0.560
H 2.391 -0.236 2.315
H 0.585 2.145 2.313
H 0.959 1.685 0.686
C -0.714 0.395 -1.980
N -0.035 -0.624 -1.714
C -0.251 -1.795 -2.525
H -1.433 0.582 -2.818
H -0.361 1.293 -1.494
H -0.975 -1.787 -3.355
H -0.490 -2.556 -1.700
H 0.745 -2.183 -2.840

## Properties
F_max	4.03	eV/Å
energy above the lowest of the compared OMol25 structures with the same formula, charge and spin	112.2	kcal/mol
net charge	0
DFT total energy	-289.79291	Eh
LUMO energy	1.0	eV
Kohn-Sham gap	9.542	eV


Here is a single C21H26N2O7S molecule in a non-equilibrium geometry from the OMol25 dataset. Energies are from the ωB97M-V functional and the def2-TZVPD basis.

Positions of all 57 atoms, in Å:
C 2.445 -3.472 -2.615
O 2.883 -3.129 -1.316
C 2.030 -2.607 -0.397
C 2.656 -2.094 0.736
C 1.955 -1.550 1.793
C 0.573 -1.492 1.719
N -0.226 -0.928 2.725
C 0.153 -0.302 3.863
O 1.265 -0.283 4.338
C -1.022 0.434 4.537
O -1.987 0.893 3.613
C -1.553 1.650 2.560
C -0.284 2.214 2.479
C 0.111 2.861 1.321
C -0.768 2.953 0.263
S -0.166 3.529 -1.315
O -1.265 3.956 -2.127
O 0.947 4.406 -1.119
N 0.432 2.132 -2.017
C -0.548 1.152 -2.416
C 0.131 0.178 -3.380
O 1.248 -0.428 -2.773
C 2.199 0.529 -2.364
C 1.584 1.532 -1.385
C -2.052 2.447 0.355
C -2.470 1.800 1.504
C -3.849 1.234 1.637
C -0.075 -1.991 0.591
C 0.622 -2.565 -0.462
O 0.000 -3.113 -1.551
C -1.398 -3.033 -1.649
H 3.356 -3.713 -3.163
H 1.936 -2.634 -3.091
H 1.788 -4.344 -2.600
H 3.732 -2.147 0.768
H 2.470 -1.174 2.660
H -1.215 -0.902 2.510
H -1.557 -0.258 5.194
H -0.618 1.248 5.149
H 0.413 2.135 3.298
H 1.093 3.295 1.230
H -1.366 1.684 -2.901
H -0.928 0.598 -1.540
H -0.542 -0.634 -3.660
H 0.444 0.726 -4.280
H 3.006 -0.029 -1.888
H 2.582 1.070 -3.241
H 2.286 2.333 -1.155
H 1.302 1.006 -0.457
H -2.717 2.570 -0.486
H -4.355 1.688 2.487
H -4.429 1.420 0.738
H -3.809 0.162 1.823
H -1.153 -1.938 0.556
H -1.894 -3.581 -0.841
H -1.747 -1.995 -1.656
H -1.649 -3.500 -2.601

## Properties
F_max	1.03	eV/Å
energy above the lowest of the compared OMol25 structures with the same formula, charge and spin	96.4	kcal/mol
net charge	0
DFT total energy	-1850.17285	Eh
LUMO energy	0.3	eV
Kohn-Sham gap	8.132	eV


Here is 6 unconnected molecules or ions with the total composition C22H40F6O16 in a non-equilibrium geometry from the OMol25 dataset. Energies are from the ωB97M-V functional and the def2-TZVPD basis.

Positions of all 84 atoms, in Å:
O 2.687 4.810 -5.587
C 3.425 3.609 -5.610
O 4.474 3.689 -6.315
O 3.007 2.614 -4.989
H 3.344 5.298 -6.127
O 5.394 2.033 -3.297
C 5.799 0.729 -3.539
O 6.533 0.173 -2.667
O 5.298 0.140 -4.530
H 4.750 2.199 -4.041
C 8.543 -8.108 0.056
O 8.241 -6.741 0.030
C 6.967 -6.419 -0.499
C 6.766 -4.916 -0.406
O 7.742 -4.179 -1.096
C 8.943 -3.942 -0.371
C 9.404 -2.529 -0.560
O 9.532 -2.250 -1.947
C 9.778 -0.856 -2.081
H 7.705 -8.777 0.301
H 9.340 -8.295 0.768
H 8.782 -8.416 -0.971
H 6.211 -6.992 0.057
H 6.926 -6.794 -1.532
H 6.804 -4.658 0.659
H 5.781 -4.674 -0.805
H 9.722 -4.634 -0.702
H 8.767 -4.157 0.687
H 10.345 -2.284 -0.049
H 8.692 -1.825 -0.109
H 10.800 -0.589 -1.785
H 9.013 -0.188 -1.683
H 9.764 -0.653 -3.154
C 7.505 2.912 -0.676
O 8.300 4.006 -0.292
C 9.123 4.489 -1.344
C 10.070 5.488 -0.760
O 10.978 5.832 -1.795
C 11.679 7.006 -1.598
C 12.524 7.038 -0.302
O 13.388 5.935 -0.238
C 14.629 6.148 -0.863
H 8.104 1.989 -0.730
H 6.915 3.035 -1.586
H 6.843 2.617 0.146
H 8.521 4.873 -2.175
H 9.625 3.595 -1.739
H 10.577 5.058 0.113
H 9.597 6.418 -0.412
H 11.031 7.896 -1.652
H 12.376 7.207 -2.417
H 11.916 6.965 0.609
H 13.011 8.007 -0.111
H 15.137 5.205 -1.055
H 15.221 6.857 -0.274
H 14.525 6.581 -1.868
C 6.027 -1.593 0.891
C 5.890 -0.089 0.642
O 6.046 0.614 1.886
C 4.956 0.787 2.613
O 3.893 0.301 2.388
C 5.241 1.545 3.903
F 6.224 2.418 3.775
F 4.133 2.137 4.345
F 5.572 0.653 4.861
H 6.246 -2.158 -0.015
H 5.109 -1.990 1.334
H 6.855 -1.802 1.574
H 5.010 0.126 0.049
H 6.823 0.103 0.114
C 2.815 3.295 -1.808
C 3.114 2.007 -1.116
O 1.955 1.433 -0.410
C 1.019 0.825 -1.110
O 0.957 0.676 -2.293
C -0.092 0.323 -0.159
F 0.402 -0.109 0.989
F -1.007 1.293 0.012
F -0.790 -0.682 -0.721
H 1.963 3.335 -2.488
H 3.651 3.690 -2.382
H 2.565 4.127 -1.131
H 3.891 1.969 -0.356
H 3.414 1.225 -1.818

## Properties
F_max	2.87	eV/Å
energy above the lowest of the compared OMol25 structures with the same formula, charge and spin	0.0	kcal/mol
net charge	-2
DFT total energy	-2665.29924	Eh
LUMO energy	3.5	eV
Kohn-Sham gap	5.067	eV


Here is 2 unconnected molecules or ions with the total composition C5H5N3O in a non-equilibrium geometry from the OMol25 dataset. Energies are from the ωB97M-V functional and the def2-TZVPD basis.

Positions of all 14 atoms, in Å:
C -1.956 -1.757 -0.309
C -0.420 1.085 0.253
C 0.623 0.030 0.615
C 2.032 0.138 -0.146
C 3.263 -0.556 -0.535
H -2.135 -2.469 -1.161
H -1.644 -1.812 0.757
H -2.273 1.565 -0.239
H -0.592 2.857 -0.692
H 4.284 -1.540 -1.262
N -1.812 -0.442 -0.792
N -1.724 0.687 0.336
N 0.185 2.211 -0.175
O 0.571 -1.179 0.968

## Properties
F_max	10.45	eV/Å
energy above the lowest of the compared OMol25 structures with the same formula, charge and spin	282.8	kcal/mol
net charge	0
DFT total energy	-432.59312	Eh
LUMO energy	-1.2	eV
Kohn-Sham gap	7.799	eV


Here is 2 unconnected molecules or ions with the total composition C4H7NO in a non-equilibrium geometry from the OMol25 dataset. Energies are from the ωB97M-V functional and the def2-TZVPD basis.

Positions of all 13 atoms, in Å:
C -0.320 -0.873 -0.683
C 0.522 -1.239 0.556
C 0.231 0.176 0.202
C 1.071 1.401 0.031
N -2.425 0.931 0.678
O -3.022 0.186 -0.043
H 0.266 -0.994 -1.557
H -1.452 -0.983 -0.635
H 0.052 -1.789 1.299
H 1.442 -1.774 0.259
H 1.502 1.267 -0.918
H 1.763 1.485 0.826
H 0.370 2.206 -0.014

## Properties
F_max	4.95	eV/Å
energy above the lowest of the compared OMol25 structures with the same formula, charge and spin	149.5	kcal/mol
net charge	0
DFT total energy	-286.39344	Eh
LUMO energy (alpha / beta)	-0.1 / -0.6	eV
Kohn-Sham gap (alpha / beta)	7.698 / 8.363	eV


Here is 2 unconnected molecules or ions with the total composition C3H8IN in a non-equilibrium geometry from the OMol25 dataset. Energies are from the ωB97M-V functional and the def2-TZVPD basis.

Positions of all 13 atoms, in Å:
C -1.559 -0.402 1.012
C -0.572 -0.325 0.092
C -0.411 -1.445 -0.826
H -2.001 -1.469 1.014
H -1.816 0.503 1.581
H 0.136 0.449 0.077
H 0.545 -1.512 -1.146
H -0.989 -1.125 -1.718
H -0.652 -2.469 -0.597
N 1.767 1.853 0.699
I 2.678 1.491 -1.234
H 2.120 2.670 0.689
H 0.755 1.781 0.358

## Properties
F_max	9.51	eV/Å
energy above the lowest of the compared OMol25 structures with the same formula, charge and spin	52.7	kcal/mol
net charge	0
DFT total energy	-471.43015	Eh
LUMO energy	-0.6	eV
Kohn-Sham gap	8.824	eV